Below is C63H37BrCaN12O4 as an isolated structure, with properties calculated with ωB97M-V/def2-TZVPD.

Results
frontier orbital gap (alpha / beta): 3.5743 / 3.5623 eV
calculated total energy: -180490.422 eV
total charge: -2
energy relative to the best compared isomer or geometry (same formula, charge and spin): 0.0 kJ/mol
F_max: 2.473 eV/A

The geometry in XYZ format:
```
118
Properties=species:S:1:pos:R:3:forces:R:3:lowdin_charge:R:1
Ca 0.546 0.403 0.380 0.777 -0.220 -0.356 1.339
C 1.789 5.745 -2.567 0.110 0.134 0.212 -0.100
C 1.639 4.958 -3.705 0.060 -0.099 -0.285 -0.098
C 1.826 3.586 -3.659 0.056 -0.034 -0.070 -0.026
C 2.115 3.012 -2.434 0.067 0.293 0.459 -0.105
C 2.198 1.629 -1.973 0.321 0.458 0.295 -0.332
N 2.287 1.604 -0.630 0.350 -0.066 -0.208 0.064
C 2.390 2.861 -0.164 0.250 0.265 -0.120 -0.327
N 2.645 3.196 1.085 0.124 0.463 0.015 0.188
C 2.477 2.352 2.092 0.384 0.277 0.339 -0.326
C 3.037 2.584 3.420 -0.273 -0.420 0.202 -0.107
C 3.924 3.517 3.928 0.004 0.119 -0.025 -0.035
C 4.329 3.387 5.246 0.115 0.263 -0.125 -0.115
C 3.862 2.341 6.040 -0.066 -0.101 0.238 -0.115
C 2.984 1.398 5.538 -0.054 -0.038 0.103 -0.032
C 2.569 1.521 4.222 0.186 0.417 -0.374 -0.103
C 1.770 0.681 3.338 0.440 0.505 0.082 -0.299
N 1.246 -0.463 3.751 -0.470 -0.603 0.181 0.200
C 0.921 -1.427 2.913 0.268 0.066 0.484 -0.294
N 1.183 -1.451 1.591 0.164 -0.339 -0.106 0.050
C 1.033 -2.705 1.132 0.397 0.049 0.128 -0.297
N 1.454 -3.164 -0.028 -0.101 -0.354 0.011 0.230
C 1.869 -2.375 -0.999 0.074 -0.042 -0.044 -0.278
N 1.666 -1.051 -1.145 -0.177 -0.151 0.241 0.088
C 2.259 -0.645 -2.280 0.173 0.089 -0.480 -0.299
N 2.312 0.584 -2.767 0.072 -0.378 -0.437 0.205
C 2.914 -1.770 -2.937 0.132 -0.712 0.158 -0.105
C 3.742 -1.871 -4.042 -0.173 0.185 0.094 -0.029
C 4.341 -3.095 -4.290 0.065 -0.109 -0.113 -0.104
C 4.124 -4.187 -3.454 0.105 -0.090 0.007 -0.099
C 3.295 -4.095 -2.348 -0.151 0.112 0.169 -0.019
C 2.686 -2.878 -2.100 0.310 0.405 -0.551 -0.099
C 0.544 -3.570 2.206 -0.182 0.186 0.724 -0.106
C 0.186 -4.906 2.257 0.133 0.059 -0.105 -0.012
C -0.252 -5.413 3.469 -0.001 -0.096 -0.002 -0.093
C -0.324 -4.608 4.604 -0.021 -0.009 0.108 -0.101
C 0.030 -3.268 4.557 0.077 0.152 0.031 -0.026
C 0.461 -2.747 3.348 -0.131 -0.687 -0.433 -0.093
N 1.756 1.214 2.102 0.293 0.044 0.622 0.046
C 2.256 3.807 -1.275 0.094 -0.298 -0.328 -0.101
C 2.120 5.182 -1.343 0.136 0.092 -0.062 -0.027
H 1.613 6.809 -2.631 0.030 0.117 -0.012 0.096
H 1.364 5.429 -4.641 0.004 0.033 -0.052 0.096
H 1.722 2.970 -4.541 -0.067 -0.062 -0.072 0.110
H 4.293 4.311 3.296 0.062 0.109 -0.054 0.103
H 5.027 4.101 5.667 0.004 0.019 0.000 0.087
H 4.198 2.274 7.067 0.007 -0.045 0.022 0.088
H 2.636 0.580 6.149 -0.055 -0.137 0.056 0.103
H 3.922 -1.017 -4.677 0.023 0.100 -0.035 0.103
H 5.004 -3.202 -5.139 0.011 -0.019 -0.052 0.088
H 4.627 -5.121 -3.664 0.004 -0.083 -0.052 0.091
H 3.138 -4.928 -1.677 -0.057 -0.074 -0.013 0.113
H 0.247 -5.524 1.373 -0.027 -0.016 -0.098 0.111
H -0.549 -6.451 3.543 -0.013 -0.036 -0.032 0.092
H -0.660 -5.048 5.536 -0.028 0.064 -0.005 0.090
H -0.022 -2.642 5.438 -0.017 0.043 0.037 0.105
H 2.228 5.797 -0.461 -0.031 -0.002 0.089 0.113
O -2.254 7.170 -3.220 0.541 -0.130 0.839 0.032
N -1.559 6.890 -2.230 -0.431 2.254 -0.921 -0.324
O -0.984 7.770 -1.574 -0.438 -0.885 -0.548 0.036
C -1.408 5.533 -1.895 -0.213 -2.273 -0.334 -0.117
C -1.753 4.608 -2.862 0.253 1.121 0.427 0.084
C -1.483 3.237 -2.706 0.243 -0.630 0.580 -0.128
C -1.717 2.297 -3.729 0.043 -0.111 0.204 0.009
C -1.371 0.988 -3.521 -0.142 0.203 -0.259 0.000
C -0.796 0.627 -2.298 -0.172 0.050 -0.220 -0.107
N -0.544 1.490 -1.343 -0.320 0.618 -0.643 0.022
C -0.894 2.763 -1.504 -0.503 0.447 -0.758 -0.132
C -0.707 3.692 -0.416 -0.275 0.774 -0.176 -0.133
N -0.354 3.188 0.766 0.056 -0.384 0.106 0.148
C -0.192 3.995 1.787 0.026 -0.063 0.136 -0.112
C -0.315 5.379 1.684 -0.150 0.154 -0.318 -0.028
C -0.673 5.928 0.474 0.039 -0.062 0.417 -0.007
C -0.918 5.086 -0.620 0.055 -0.162 0.228 -0.074
H -2.178 4.967 -3.789 0.060 -0.017 -0.014 0.127
H -2.177 2.629 -4.651 0.029 -0.019 -0.095 0.115
H -1.531 0.232 -4.276 -0.053 -0.051 0.007 0.108
H -0.552 -0.403 -2.083 -0.064 -0.367 -0.091 0.083
H 0.060 3.530 2.732 0.072 -0.056 0.042 0.116
H -0.138 6.009 2.542 0.020 0.025 0.086 0.102
H -0.769 6.995 0.357 -0.006 -0.067 0.092 0.098
Br -7.160 -0.713 4.692 -0.051 -0.008 0.080 0.654
C -5.721 -0.374 3.485 -0.084 0.010 0.079 -0.697
C -4.542 0.154 3.975 -0.070 -0.002 0.169 -0.138
C -3.500 0.382 3.092 0.062 -0.036 -0.157 -0.021
C -3.651 0.105 1.741 0.181 0.094 -0.167 -0.124
C -4.858 -0.397 1.274 0.080 0.159 -0.024 -0.020
C -5.901 -0.654 2.144 -0.070 -0.012 -0.052 -0.134
C -2.497 0.331 0.756 -1.650 -0.111 0.248 -0.639
O -2.820 0.511 -0.418 -0.149 0.033 -0.243 0.032
O -1.350 0.295 1.256 -0.654 -0.037 1.016 -0.208
H -4.440 0.378 5.027 0.004 -0.009 0.058 0.091
H -2.556 0.779 3.435 0.102 -0.038 0.066 0.114
H -4.960 -0.580 0.215 0.046 -0.096 -0.092 0.122
H -6.836 -1.064 1.787 0.013 -0.018 0.021 0.095
C 0.697 -5.124 -4.242 0.234 -0.222 -0.396 -0.170
C 0.168 -5.689 -3.086 -0.004 -0.082 -0.087 -0.141
C -0.565 -4.931 -2.207 0.028 -0.120 0.046 -0.057
C -0.779 -3.543 -2.427 -0.184 -0.164 0.213 -0.343
C -0.208 -2.989 -3.600 -0.096 -0.136 -0.012 -0.060
C 0.498 -3.770 -4.481 0.077 -0.167 -0.153 -0.141
N -1.389 -2.760 -1.543 0.303 1.108 -0.269 0.081
C -2.252 -3.210 -0.609 -0.133 -0.101 0.117 -0.311
C -3.335 -4.068 -0.897 0.004 0.083 -0.083 -0.053
C -4.251 -4.405 0.077 -0.021 -0.172 0.066 -0.132
C -4.094 -3.966 1.383 -0.147 -0.015 0.300 -0.142
C -3.020 -3.141 1.690 -0.081 -0.033 0.178 -0.107
C -2.144 -2.735 0.712 -0.001 -0.212 -0.181 -0.043
H 1.267 -5.724 -4.940 0.048 -0.027 0.000 0.074
H 0.349 -6.738 -2.874 -0.032 -0.043 0.022 0.086
H -0.951 -5.367 -1.294 -0.016 -0.026 0.008 0.096
H -0.343 -1.936 -3.796 -0.028 0.198 0.025 0.080
H 0.920 -3.326 -5.374 0.054 0.085 -0.068 0.091
H -3.458 -4.416 -1.915 0.005 -0.040 -0.053 0.102
H -5.099 -5.031 -0.175 -0.063 -0.068 -0.053 0.082
H -4.805 -4.237 2.152 -0.050 -0.067 0.030 0.080
H -2.865 -2.806 2.708 -0.064 0.103 0.094 0.105
H -1.340 -2.053 0.934 -0.044 0.019 0.059 0.080
```
Forces are in eV/Å.